Entry 1:
# C4H12N2

One molecule with the formula C4H12N2 (ωB97M-V/def2-TZVPD, OMol25).

Each atom is followed by the atoms it is bonded to, with distances in Å.
Element x y z (Å)
1 C 0.90308 -2.33758 -0.43595  N2 1.481, H7 1.090, H8 1.094, H9 1.086
2 N -0.22489 -1.49753 0.02813  C1 1.481, C3 1.466, H10 1.016
3 C -0.35122 -0.20261 -0.64829  N2 1.466, C4 1.528, H11 1.096, H12 1.095
4 C -0.46596 0.91988 0.38222  C3 1.528, C5 1.525, N6 1.467, H13 1.094
5 C -0.73478 2.24901 -0.31476  C4 1.525, H14 1.089, H15 1.099, H16 1.091
6 N 0.74512 1.03026 1.20309  C4 1.467, H17 1.014, H18 1.006
7 H 1.77318 -2.32656 0.22123  C1 1.090
8 H 1.26400 -1.96730 -1.40008  C1 1.094
9 H 0.53355 -3.35057 -0.56827  C1 1.086
10 H -1.05352 -2.05447 -0.15835  N2 1.016
11 H -1.19644 -0.15912 -1.34472  C3 1.096
12 H 0.51854 -0.04981 -1.29645  C3 1.095
13 H -1.39587 0.71828 0.92112  C4 1.094
14 H -0.71457 3.14851 0.29869  C5 1.089
15 H 0.06199 2.46273 -1.04147  C5 1.099
16 H -1.67944 2.26688 -0.85972  C5 1.091
17 H 0.76171 0.21029 1.79881  N6 1.014
18 H 1.52059 0.88768 0.57868  N6 1.006

Output
**2S+1**: 1
**E_LUMO**: 1.07 eV
**Energy above the lowest of the compared OMol25 structures with the same formula, charge and spin**: 0.7646 eV
**Strongest force on any atom**: 1.3 eV Å⁻¹
**SMILES string**: CNC[C@H](C)N
**Frontier orbital gap**: 10.0224 eV
**M**: 88.2 g/mol
**E_HOMO**: -9.0 eV

For reference, the Mulliken charges in units of e are: number 1, C, carries -0.8052; number 2, N, carries -0.3153; number 3, C, carries -0.7929; number 4, C, carries 0.4030; number 5, C, carries -1.4923; number 6, N, carries -0.7141; number 7, H, carries 0.2221; number 8, H, carries 0.3050; number 9, H, carries 0.3293; number 10, H, carries 0.2697; number 11, H, carries 0.3420; number 12, H, carries 0.3396; number 13, H, carries 0.2558; number 14, H, carries 0.3715; number 15, H, carries 0.2918; number 16, H, carries 0.3802; number 17, H, carries 0.3129; number 18, H, carries 0.2969

Entry 2:
# C14H29N5O5P

A 3-piece molecular cluster, C14H29N5O5P overall (ωB97M-V/def2-TZVPD, OMol25).

Each atom is followed by the atoms it is bonded to, with distances in Å.
Element x y z (Å)
1 C 3.82007 -2.19048 2.93752  C2 1.615, H18 1.142, H19 1.140, H20 1.143
2 C 2.56646 -1.83081 1.98457  C1 1.615, C3 1.622, H21 1.135, H22 1.139
3 C 1.57296 -0.85097 2.81099  C2 1.622, N4 1.474, H23 1.131, H24 1.149
4 N 0.66511 -0.07201 1.94991  C3 1.474, N5 1.376, C12 1.407
5 N -0.52742 -0.62288 1.53978  N4 1.376, C6 1.413, H25 1.023
6 C -1.27553 0.28881 0.76199  N5 1.413, C7 1.575, N11 1.446
7 C -2.68403 0.17383 0.06707  C6 1.575, C8 1.620, H26 1.146, H27 1.132
8 C -3.83221 1.03276 0.82102  C7 1.620, C9 1.598, N10 1.304
9 C -3.62319 1.41828 2.35813  C8 1.598, H28 1.139, H29 1.137, H30 1.148
10 N -4.93510 1.40429 0.23324  C8 1.304, H31 1.039
11 N -0.55019 1.53217 0.62432  C6 1.446, C12 1.430
12 C 0.61385 1.21891 1.39389  N4 1.407, N11 1.430, N13 1.352
13 N 1.55571 2.17781 1.54212  C12 1.352, P14 1.736, H32 1.037
14 P 3.05575 2.14889 2.41568  N13 1.736, O15 1.537, O16 1.718, O17 1.706
15 O 3.80265 3.46019 2.12380  P14 1.537
16 O 2.85136 2.14061 4.12139  P14 1.718, H33 0.986
17 O 4.11680 0.91529 1.90139  P14 1.706, H34 0.987
18 H 4.56894 -2.87466 2.41303  C1 1.142
19 H 4.39181 -1.25988 3.26443  C1 1.140
20 H 3.44559 -2.67636 3.90150  C1 1.143
21 H 2.06503 -2.81561 1.72375  C2 1.135
22 H 2.92067 -1.36049 1.00960  C2 1.139
23 H 2.16135 -0.26843 3.58191  C3 1.131
24 H 0.91204 -1.57214 3.41347  C3 1.149
25 H -0.89174 -1.55569 1.74813  N5 1.023
26 H -2.58719 0.66618 -0.96310  C7 1.146
27 H -3.05025 -0.88776 -0.07408  C7 1.132
28 H -2.75590 2.14079 2.50687  C9 1.139
29 H -4.55128 1.89447 2.81034  C9 1.137
30 H -3.35514 0.43266 2.88297  C9 1.148
31 H -4.91936 1.07148 -0.75056  N10 1.039
32 H 1.33226 3.08132 1.08496  N13 1.037
33 H 1.88127 2.27406 4.24013  O16 0.986
34 H 4.94663 1.12518 2.39363  O17 0.987
35 C 3.94291 -1.11150 -3.58595  C36 1.506, H39 1.091, H40 1.092, H41 1.092
36 C 4.38589 -1.15706 -2.14773  C35 1.506, O37 1.214, C38 1.507
37 O 5.02708 -2.09204 -1.71308  C36 1.214
38 C 4.00306 0.00292 -1.26587  C36 1.507, H42 1.093, H43 1.092, H44 1.091
39 H 4.28874 -2.01014 -4.09934  C35 1.091
40 H 2.85263 -1.07572 -3.63854  C35 1.092
41 H 4.37342 -0.23823 -4.08027  C35 1.092
42 H 2.91434 0.08740 -1.21462  C38 1.093
43 H 4.43610 0.92624 -1.65598  C38 1.092
44 H 4.38898 -0.16608 -0.25984  C38 1.091
45 C -4.68076 -1.32428 -3.88178  C46 1.505, H49 1.092, H50 1.092, H51 1.092
46 C -5.47205 -0.09234 -3.53247  C45 1.505, O47 1.218, C48 1.504
47 O -5.55136 0.30464 -2.38338  C46 1.218
48 C -6.16157 0.62977 -4.65719  C46 1.504, H52 1.092, H53 1.092, H54 1.091
49 H -4.23948 -1.74084 -2.97416  C45 1.092
50 H -5.33744 -2.07382 -4.32727  C45 1.092
51 H -3.87782 -1.06602 -4.57520  C45 1.092
52 H -6.88388 -0.03349 -5.13707  C48 1.092
53 H -5.42409 0.97455 -5.38479  C48 1.092
54 H -6.69246 1.49624 -4.25928  C48 1.091

Output
**2S+1**: 1
**E_LUMO**: -3.60 eV
**Strongest force on any atom**: 7.2 eV Å⁻¹
**Frontier orbital gap**: 8.2814 eV
**M**: 378.4 g/mol
**Charge**: +1
**E_HOMO**: -11.9 eV

For reference, the Mulliken charges in units of e are: number 1, C, carries -1.1071; number 2, C, carries 0.1878; number 3, C, carries -0.9546; number 4, N, carries 0.5667; number 5, N, carries -0.3478; number 6, C, carries 0.1777; number 7, C, carries -0.3404; number 8, C, carries 0.5381; number 9, C, carries -0.9068; number 10, N, carries -0.6957; number 11, N, carries -0.5552; number 12, C, carries 0.3368; number 13, N, carries -0.1269; number 14, P, carries 0.7076; number 15, O, carries -0.7158; number 16, O, carries -0.4671; number 17, O, carries -0.2759; number 18, H, carries 0.3469; number 19, H, carries 0.2043; number 20, H, carries 0.3535; number 21, H, carries 0.4054; number 22, H, carries -0.1103; number 23, H, carries 0.4189; number 24, H, carries 0.4144; number 25, H, carries 0.2779; number 26, H, carries 0.3095; number 27, H, carries 0.2875; number 28, H, carries 0.2092; number 29, H, carries 0.3195; number 30, H, carries 0.2669; number 31, H, carries 0.3431; number 32, H, carries 0.2963; number 33, H, carries 0.3694; number 34, H, carries 0.3073; number 35, C, carries -1.1473; number 36, C, carries 0.7631; number 37, O, carries -0.5557; number 38, C, carries -0.7101; number 39, H, carries 0.3241; number 40, H, carries 0.2964; number 41, H, carries 0.3304; number 42, H, carries 0.1486; number 43, H, carries 0.5172; number 44, H, carries 0.0783; number 45, C, carries -1.0579; number 46, C, carries 0.8141; number 47, O, carries -0.6107; number 48, C, carries -1.1347; number 49, H, carries 0.2171; number 50, H, carries 0.3613; number 51, H, carries 0.3325; number 52, H, carries 0.3473; number 53, H, carries 0.3358; number 54, H, carries 0.3090

- What is the formula in the second record?
  C14H29N5O5P

- Which of these has the lowest M?
  C4H12N2

- What is the formula in the second record?
  C14H29N5O5P